14
Properties=species:S:1:pos:R:3:forces:R:3:nbo_charge:R:1 method="wB97M-V/def2-TZVPD" e_tot_ha=-469.95803 lumo_ev=0.079 homo_ev=-9.43 orbital_gap_ha=0.3494 charge=0 e_above_lowest_kj_mol=739.6
H 1.253271 0.571569 1.732920 -0.9 0.7 -0.3 0.2474
C -0.420599 1.337617 0.279129 0.9 -1.3 -0.7 0.0883
H -0.816678 -0.287956 -1.937290 0.7 -1.0 0.1 0.2751
H -2.343441 -0.750419 -1.367289 -0.1 1.0 0.5 0.2151
N -0.994695 -1.378575 -0.039377 0.6 -2.0 1.0 -0.3602
H -0.338212 2.386867 0.413343 -0.3 0.9 0.7 0.1953
O 2.736343 -0.121358 0.339513 1.6 -0.8 0.1 -0.4153
C -1.367879 -0.377307 -1.002224 -1.0 -0.7 -0.8 -0.1339
O 1.336833 -0.020517 -1.277512 -0.1 -0.4 -1.7 -0.4236
N -1.296124 0.918800 -0.529775 -0.7 1.9 0.3 -0.3533
C 0.691240 0.461430 0.791289 -3.4 -1.5 2.8 -0.2863
C -0.267072 -1.215556 0.925290 1.4 4.3 -2.2 0.2238
H 0.195818 -1.587323 1.786321 -0.2 -1.6 0.9 0.2273
N 1.631190 0.062724 -0.114338 1.4 0.5 -0.9 0.5002



13
Properties=species:S:1:pos:R:3:forces:R:3:nbo_charge:R:1 method="wB97M-V/def2-TZVPD" smiles=CCOCC#N e_tot_ha=-286.57596 lumo_ev=0.863 homo_ev=-10.83 orbital_gap_ha=0.4296 charge=0 e_above_lowest_kj_mol=146.2
H 1.013693 -1.721272 1.636934 0.0 0.1 -0.1 0.2144
C -1.536943 0.723300 -0.166224 -0.2 0.0 -0.1 -0.1588
H -2.027620 -0.044397 -0.786325 0.0 0.0 0.2 0.2051
O -0.539049 0.197005 0.652937 0.0 0.1 0.0 -0.5113
H 2.264942 -1.586537 0.383102 -0.1 0.1 0.1 0.2167
C 0.469799 -0.499995 -0.063764 0.2 -0.1 -0.1 -0.0719
C 1.484846 -1.039875 0.922592 0.0 0.0 0.0 -0.6220
H 0.005860 -1.317380 -0.638537 0.1 0.1 0.1 0.1640
H 0.950676 0.184353 -0.777839 -0.1 -0.1 0.1 0.1782
N -0.704317 2.430773 -1.994915 -0.3 -0.6 0.9 -0.3076
H 1.957077 -0.225096 1.479587 -0.1 -0.1 -0.1 0.2176
H -2.284919 1.167599 0.495164 0.1 0.0 -0.2 0.2345
C -1.054045 1.731521 -1.142711 0.3 0.6 -0.8 0.2410



17
Properties=species:S:1:pos:R:3:forces:R:3:nbo_charge:R:1 method="wB97M-V/def2-TZVPD" smiles="NCC[C@H](N)C(=O)[O-]" e_tot_ha=-417.84793 lumo_ev=3.831 homo_ev=-3.68 orbital_gap_ha=0.2760 charge=-1 e_above_lowest_kj_mol=91.1
H -0.529842 2.070721 2.289106 -0.3 0.0 0.3 0.1738
C -0.000513 -0.503478 -1.578048 1.3 0.9 0.8 0.7662
O -0.003043 -1.659302 -2.015177 -0.4 -0.4 -0.1 -0.7648
C -0.371172 1.034516 1.992777 0.7 0.3 -1.0 -0.2154
H 0.597561 0.726658 2.398335 0.1 0.0 0.5 0.1453
N -1.421190 0.153716 2.445088 0.4 -0.3 0.5 -0.8873
H -2.218198 0.520434 2.930663 0.0 0.1 -0.4 0.3631
C -0.153680 1.027494 0.458569 -0.6 0.4 0.8 -0.4179
H 2.303616 0.355369 -0.060343 0.1 0.1 -0.1 0.3419
H 0.441886 1.902730 0.182528 0.4 -0.3 -0.1 0.1974
O -0.147135 0.596847 -2.157920 -0.3 -0.1 -0.5 -0.8012
H -0.177864 -1.073368 0.488852 0.5 -0.4 0.1 0.1599
H -1.588128 -0.610610 1.815712 -0.4 0.0 0.0 0.3702
H -1.106149 1.249960 -0.028875 -0.1 -0.3 0.0 0.2205
N 1.838047 -0.520170 0.143236 -0.2 -0.1 0.7 -0.8111
C 0.403351 -0.307384 -0.032826 -1.4 0.1 -1.3 -0.1707
H 1.998648 -0.704537 1.133090 0.2 0.1 -0.2 0.3299